Entry 1:
10
Properties=species:S:1:pos:R:3:mulliken_charge:R:1 method="wB97M-V/def2-TZVPD" smiles=N#Cc1ccoc1 e_homo_ev=-9.6 relative_energy_ev=0.530
N -3.022 0.631 -0.448 -0.448
C -1.982 0.206 -0.160 0.080
C -0.599 -0.072 0.019 0.478
C 0.449 0.664 -0.690 -0.340
C 1.617 0.192 -0.192 -0.401
O 1.302 -0.810 0.885 -0.339
C -0.038 -0.920 0.913 -0.210
H 0.207 1.435 -1.440 0.405
H 2.693 0.308 -0.388 0.379
H -0.627 -1.635 1.501 0.395


Entry 2:
52
Properties=species:S:1:pos:R:3:mulliken_charge:R:1 method="wB97M-V/def2-TZVPD" spin_multiplicity=3 e_homo_ev="-10.4 / -10.4" charge=+2 s_squared=2.08
C 0.322 2.843 -3.284 -0.489
C 0.817 1.961 -4.185 0.528
H 1.028 3.173 -2.538 0.303
H -0.681 2.813 -2.916 0.266
C 1.060 0.583 -4.380 1.006
C 1.022 -0.556 -3.513 -1.267
H 1.750 -0.592 -2.706 0.374
H 0.566 -1.387 -3.955 0.437
C 0.964 3.019 -5.261 -1.341
H 0.780 4.006 -4.774 0.337
H 0.154 2.773 -5.957 0.405
H 2.016 2.898 -5.538 0.403
C 1.242 0.372 -5.943 -1.174
H 2.185 0.879 -6.256 0.318
H 0.384 0.851 -6.453 0.343
H 1.281 -0.705 -6.230 0.370
Ti 0.361 -1.810 2.591 0.717
O -0.087 -0.635 1.312 -0.161
C -1.241 -0.277 0.760 0.423
O -1.181 -2.780 1.853 -0.621
C -2.063 -2.455 0.899 0.303
O -2.981 -3.244 0.480 -0.358
N -2.057 -1.261 0.255 0.320
C -3.691 -2.655 -0.667 -0.470
C -2.901 -1.446 -1.021 -0.317
H -4.708 -2.394 -0.379 0.288
H -3.694 -3.437 -1.424 0.332
H -3.440 -0.536 -1.252 0.414
H -2.223 -1.702 -1.841 0.171
C -1.278 1.099 0.616 -0.433
C -0.191 1.712 1.160 -1.207
H -1.870 1.581 -0.068 0.554
H 0.395 1.321 0.289 0.036
H -0.123 2.741 0.803 0.337
N 3.532 -1.349 1.418 -0.321
C 3.283 -0.796 2.614 0.477
N 2.088 -0.921 3.214 0.138
C 1.961 -0.074 4.324 -0.074
C 3.086 0.702 4.531 -0.378
S 4.330 0.375 3.374 -0.145
C 0.652 -0.019 4.844 -0.281
C 0.009 0.856 5.687 -0.279
S -1.714 0.687 5.616 -0.119
C -1.534 -0.633 4.523 0.367
N -0.247 -0.874 4.191 0.043
N -2.537 -1.250 3.853 -0.254
H 4.448 -1.230 1.014 0.226
H 2.890 -2.064 1.063 0.129
H 3.169 1.441 5.312 0.411
H 0.523 1.582 6.296 0.449
H -3.485 -1.003 4.149 0.214
H -2.370 -2.186 3.501 0.250


Entry 3:
8
Properties=species:S:1:pos:R:3:mulliken_charge:R:1 method="wB97M-V/def2-TZVPD" smiles="C1=P#P=PC1" e_homo_ev=-9.0 relative_energy_ev=0.949
C -0.018 -0.933 0.343 -0.091
P 1.269 -1.249 -0.624 -0.170
P 1.805 0.623 -1.458 -0.058
P 0.454 1.908 -0.662 0.098
C -0.675 0.397 0.250 -0.878
H -0.366 -1.713 1.034 0.341
H -1.578 0.381 -0.181 0.430
H -0.890 0.586 1.299 0.327


Entry 4:
26
Properties=species:S:1:pos:R:3:mulliken_charge:R:1 method="wB97M-V/def2-TZVPD" spin_multiplicity=5 e_homo_ev="-22.3 / -22.3" charge=+4 s_squared=6.04
Bi 0.048 0.546 -3.421 1.600
Co 0.546 -0.450 1.073 0.045
Cl 0.134 2.978 -4.070 -0.091
Cl 1.637 -2.186 0.478 -0.265
C -1.074 -0.928 0.613 0.645
C -2.212 0.295 -4.356 0.257
C 0.279 -2.179 -3.278 0.057
O -2.116 -1.401 0.354 -0.150
O -2.983 0.324 -5.207 0.101
O 0.438 -3.305 -3.310 0.035
N -1.624 2.146 0.035 -0.257
C -0.620 2.286 0.941 0.654
N 0.330 1.352 1.162 -0.366
C 1.343 1.794 2.031 0.962
C 2.438 1.004 2.403 -0.444
C 3.242 1.492 3.438 -0.606
C 2.949 2.708 4.075 -0.569
C 1.832 3.475 3.687 -0.301
C 1.046 3.005 2.630 0.438
S -0.450 3.649 1.948 0.003
H -2.202 2.982 -0.047 0.350
H -1.475 1.703 -0.866 -0.052
H 2.629 0.059 1.874 0.483
H 4.115 0.910 3.738 0.479
H 3.571 3.055 4.902 0.482
H 1.534 4.382 4.187 0.510


Entry 5:
67
Properties=species:S:1:pos:R:3:mulliken_charge:R:1 method="wB97M-V/def2-TZVPD" spin_multiplicity=2 e_homo_ev="-12.6 / -12.8" charge=+2 s_squared=0.76 relative_energy_ev=0.436
Ru 0.308 -0.589 0.036 0.244
Cl 1.927 4.078 0.161 -0.174
C 0.326 3.499 0.450 0.445
C -0.697 4.401 0.796 -0.690
C -1.962 3.953 1.065 0.677
Cl -3.204 5.081 1.456 -0.214
C -2.258 2.566 1.036 -0.453
C -3.505 1.985 1.339 -0.686
C -3.636 0.621 1.301 -1.136
C -2.535 -0.174 0.971 -0.208
N -1.353 0.331 0.672 0.309
C -1.208 1.693 0.693 0.697
C 0.077 2.152 0.340 -0.179
O 0.975 1.243 -0.034 -0.394
H -0.481 5.459 0.848 0.480
H -4.344 2.615 1.602 0.462
H -4.577 0.145 1.535 0.430
H -2.616 -1.253 0.963 0.505
S -1.220 -1.331 -2.087 -0.270
C -1.076 -2.717 -1.156 0.079
N -1.567 -3.939 -1.492 0.026
C -1.363 -5.041 -0.731 -0.228
C -0.640 -4.931 0.420 -0.896
C -0.158 -3.658 0.759 -0.027
N -0.394 -2.602 0.005 0.536
H -2.092 -4.003 -2.354 0.287
H -1.797 -5.962 -1.094 0.446
H -0.452 -5.786 1.050 0.451
H 0.410 -3.478 1.664 0.433
S 1.028 -0.697 2.232 -0.451
C 2.724 -0.335 2.184 0.801
N 3.060 0.969 2.266 0.046
C 4.320 1.421 2.299 -0.342
C 5.358 0.528 2.249 -0.669
C 5.065 -0.828 2.132 -0.265
C 3.753 -1.260 2.091 -0.563
H 2.295 1.633 2.284 0.180
H 4.444 2.491 2.370 0.481
H 6.374 0.884 2.294 0.493
H 5.869 -1.550 2.082 0.459
H 3.508 -2.306 2.004 0.412
C 5.076 -1.295 -4.640 -0.926
N 3.869 -1.514 -3.864 0.040
N 3.743 -1.130 -2.535 0.719
C 2.503 -1.525 -2.072 0.586
O 2.094 -1.286 -0.891 -0.346
C 1.905 -2.220 -3.154 -0.480
C 2.774 -2.191 -4.219 0.233
C 2.618 -2.779 -5.575 -1.722
C 4.765 -0.343 -1.927 -0.601
C 5.978 -0.937 -1.602 0.029
C 7.013 -0.151 -1.120 -0.849
C 6.818 1.214 -0.945 -0.549
C 5.585 1.789 -1.225 -0.756
C 4.549 1.011 -1.719 0.024
H 5.518 -0.340 -4.378 0.363
H 4.801 -1.264 -5.691 0.368
H 5.806 -2.091 -4.483 0.317
H 0.931 -2.665 -3.161 0.377
H 1.623 -3.205 -5.676 0.350
H 3.351 -3.569 -5.746 0.365
H 2.744 -2.027 -6.354 0.399
H 6.110 -2.002 -1.754 0.614
H 7.972 -0.598 -0.894 0.445
H 7.633 1.833 -0.593 0.489
H 5.441 2.853 -1.088 0.473
H 3.587 1.445 -1.962 0.504


Entry 6:
102
Properties=species:S:1:pos:R:3:mulliken_charge:R:1 method="wB97M-V/def2-TZVPD" e_homo_ev=-8.3 charge=+1 relative_energy_ev=0.000
C -1.274 -1.530 3.627 -0.909
O -2.447 -1.120 2.874 0.652
C -2.330 -0.085 1.998 0.694
C -1.513 1.083 2.382 -0.491
C -0.372 1.571 1.721 0.000
C 0.170 2.796 2.138 -0.877
C -0.396 3.513 3.196 -1.003
C -1.452 2.962 3.924 -0.661
C -1.938 1.726 3.542 0.755
C -2.623 -0.359 0.655 -1.017
N -2.704 0.611 -0.298 1.093
C -2.810 2.005 -0.182 0.223
C -2.204 2.776 -1.174 -0.534
C -2.140 4.159 -1.000 -0.641
C -2.757 4.742 0.116 -0.609
C -3.496 3.963 1.019 -0.625
C -3.518 2.580 0.876 -0.037
N -2.556 0.111 -1.559 -1.340
C -2.497 -1.191 -1.415 0.265
C -2.534 -2.082 -2.553 0.406
C -3.013 -3.407 -2.516 -0.062
C -3.008 -4.157 -3.685 -0.753
C -2.558 -3.587 -4.888 -0.402
C -2.125 -2.249 -4.927 -0.676
C -2.130 -1.495 -3.765 -0.511
N -2.485 -1.554 -0.066 0.788
C -1.920 -2.783 0.381 -0.282
C -2.620 -3.575 1.280 0.020
C -2.159 -4.860 1.590 -0.694
C -0.964 -5.325 1.034 -0.556
C -0.234 -4.510 0.164 -0.939
C -0.718 -3.239 -0.171 0.013
H -1.465 -2.561 3.924 0.292
H -0.366 -1.479 2.997 0.268
H -1.174 -0.884 4.503 0.135
H 0.048 0.991 0.899 0.514
H 1.047 3.199 1.626 0.418
H -0.029 4.504 3.460 0.412
H -1.891 3.482 4.776 0.340
H -2.733 1.211 4.059 -0.726
H -1.762 2.273 -2.035 0.428
H -1.625 4.768 -1.746 0.402
H -2.696 5.823 0.261 0.390
H -4.057 4.437 1.831 0.377
H -4.048 1.925 1.570 0.660
H -3.373 -3.824 -1.576 0.411
H -3.353 -5.192 -3.659 0.389
H -2.533 -4.191 -5.797 0.380
H -1.786 -1.791 -5.856 0.387
H -1.819 -0.451 -3.747 0.440
H -3.554 -3.196 1.701 0.483
H -2.759 -5.501 2.237 0.433
H -0.611 -6.334 1.263 0.406
H 0.695 -4.875 -0.278 0.408
H -0.179 -2.626 -0.900 0.478
C -1.030 0.909 8.318 -0.906
N -2.133 0.491 7.477 0.206
C -2.839 1.293 6.643 -1.055
C -3.808 0.527 5.945 1.239
C -4.586 0.918 4.848 -1.245
C -5.819 0.277 4.454 -0.001
C -5.807 -0.720 3.463 0.461
C -6.965 -1.360 3.080 0.353
C -8.205 -1.001 3.679 -0.336
N -9.352 -1.658 3.320 -0.013
C -9.363 -2.479 2.125 -0.679
C -8.102 -3.321 2.012 -1.030
C -6.872 -2.430 2.053 -0.267
C -10.642 -1.090 3.668 -0.640
C -10.641 -0.583 5.097 -0.866
C -9.511 0.417 5.326 -0.696
C -8.237 0.031 4.660 0.356
C -7.059 0.667 5.003 -0.705
C -3.693 -0.836 6.493 0.953
C -4.224 -2.058 6.110 0.203
C -3.693 -3.228 6.671 -0.905
C -2.601 -3.181 7.557 -0.704
C -2.021 -1.954 7.907 -1.203
C -2.623 -0.813 7.410 0.158
H -0.427 0.033 8.586 0.310
H -0.429 1.645 7.772 0.361
H -1.390 1.355 9.256 0.319
H -2.616 2.342 6.531 0.742
H -4.467 1.955 4.510 0.781
H -4.862 -1.006 3.002 0.279
H -10.265 -3.104 2.175 0.439
H -9.445 -1.821 1.239 0.278
H -8.070 -4.045 2.834 0.335
H -8.133 -3.873 1.070 0.411
H -6.718 -1.970 1.065 0.324
H -5.983 -3.040 2.245 -0.019
H -10.880 -0.260 2.982 0.287
H -11.393 -1.877 3.535 0.399
H -11.603 -0.110 5.312 0.385
H -10.517 -1.423 5.787 0.310
H -9.812 1.411 4.963 0.326
H -9.331 0.518 6.401 0.420
H -7.084 1.476 5.734 0.530
H -5.050 -2.075 5.403 0.532
H -4.126 -4.196 6.403 0.442
H -2.190 -4.101 7.970 0.403
H -1.131 -1.864 8.520 0.317


Entry 7:
25
Properties=species:S:1:pos:R:3:mulliken_charge:R:1 method="wB97M-V/def2-TZVPD" e_homo_ev=-3.9 charge=-1
C 2.819 1.176 0.267 -1.563
C 1.726 0.526 -0.564 1.815
F 1.701 1.149 -1.836 -0.390
C 1.858 -0.984 -0.680 -1.175
Al 0.428 -1.966 0.396 0.144
B -1.548 -1.257 -0.090 0.374
O -2.363 -2.078 -0.860 -0.464
N -2.187 0.049 0.253 -0.296
C -2.153 1.040 -0.808 -0.984
C -1.757 0.619 1.518 -0.914
H 2.463 2.130 0.664 0.385
H 3.698 1.381 -0.340 0.380
H 3.041 0.541 1.120 0.338
H 0.776 0.782 -0.087 -0.842
H 2.825 -1.271 -0.254 0.365
H 1.871 -1.296 -1.725 0.406
H 0.516 -3.572 0.114 -0.297
H 0.734 -1.663 1.978 -0.308
H -3.028 -1.560 -1.331 0.267
H -3.044 1.678 -0.791 0.309
H -1.285 1.707 -0.741 0.289
H -2.127 0.569 -1.791 0.337
H -1.769 -0.149 2.287 0.318
H -2.451 1.412 1.813 0.290
H -0.743 1.038 1.488 0.215


Entry 8:
84
Properties=species:S:1:pos:R:3:mulliken_charge:R:1 method="wB97M-V/def2-TZVPD" spin_multiplicity=2 e_homo_ev="-13.3 / -13.3" charge=+2 s_squared=0.77 relative_energy_ev=0.333
Cr -0.592 1.975 -0.217 0.427
C 2.706 1.977 -2.434 -1.463
Sb 1.925 1.239 -0.599 0.744
C 2.767 -0.697 -0.653 -1.429
C 3.310 2.160 0.754 -1.463
C 3.433 1.386 2.047 0.275
C 4.376 0.361 2.142 -0.462
C 4.508 -0.405 3.290 -0.798
C 3.696 -0.142 4.382 -0.836
C 2.782 0.897 4.314 -0.675
C 2.638 1.670 3.161 0.816
C 1.674 2.825 3.187 -1.361
Sb -0.260 2.447 2.366 1.108
C -0.970 1.043 3.785 -1.452
C -1.224 4.182 3.122 -1.382
H 3.790 1.857 -2.413 0.530
H 2.461 3.030 -2.558 0.446
H 2.310 1.404 -3.273 0.404
H 3.840 -0.575 -0.515 0.641
H 2.569 -1.122 -1.633 0.403
H 2.373 -1.336 0.136 0.392
H 3.010 3.197 0.891 0.609
H 4.249 2.151 0.200 0.695
H 5.037 0.177 1.303 0.490
H 5.258 -1.185 3.339 0.446
H 3.798 -0.717 5.294 0.455
H 2.178 1.134 5.185 0.447
H 2.058 3.721 2.695 0.630
H 1.433 3.094 4.216 0.772
H -1.200 1.590 4.697 0.476
H -0.198 0.301 3.983 0.353
H -1.863 0.547 3.413 0.466
H -0.885 4.318 4.149 0.490
H -2.302 4.039 3.122 0.399
H -0.970 5.067 2.540 0.418
C 0.129 3.847 -0.508 -1.711
H 0.232 4.009 -1.584 0.383
H 1.096 4.063 -0.051 0.678
H -0.590 4.563 -0.102 0.386
C -4.805 2.889 -3.477 -0.768
O -3.873 2.235 -2.565 -0.225
P -2.555 2.959 -2.071 0.066
O -1.425 1.714 -2.180 -0.187
C -1.003 1.334 -3.525 -1.169
O -2.584 2.603 -0.421 -0.023
C -3.468 3.401 0.420 -0.966
H -5.713 3.115 -2.929 0.277
H -5.017 2.188 -4.275 0.267
H -4.376 3.804 -3.887 0.418
H -1.541 0.436 -3.811 0.339
H 0.066 1.154 -3.510 0.285
H -1.222 2.131 -4.235 0.476
H -3.813 2.755 1.219 0.286
H -4.323 3.736 -0.162 0.366
H -2.927 4.254 0.816 0.290
C -2.480 -4.835 1.087 -1.095
C -2.078 -3.581 1.860 -0.150
C -0.666 -3.116 1.550 -1.113
N -0.497 -2.729 0.129 0.066
C -0.733 -1.552 -0.383 0.488
S -1.356 -0.239 0.563 -0.090
N -0.534 -1.313 -1.709 0.548
C 0.124 -2.016 -2.769 0.378
O 0.637 -1.331 -3.616 -0.508
C 0.129 -3.497 -2.781 0.105
C 1.269 -4.143 -3.246 -0.683
C 1.286 -5.525 -3.329 -0.674
C 0.157 -6.255 -2.974 -0.521
C -0.994 -5.608 -2.533 -0.626
C -1.009 -4.226 -2.428 -0.032
H -3.449 -5.205 1.421 0.407
H -1.753 -5.641 1.232 0.314
H -2.559 -4.640 0.013 0.158
H -2.126 -3.768 2.935 0.416
H -2.774 -2.763 1.651 0.204
H 0.050 -3.918 1.726 0.519
H -0.383 -2.266 2.164 0.326
H -0.261 -3.470 -0.522 0.211
H -0.686 -0.348 -1.952 -0.559
H 2.132 -3.557 -3.545 0.460
H 2.174 -6.034 -3.682 0.433
H 0.169 -7.336 -3.052 0.422
H -1.879 -6.180 -2.285 0.483
H -1.910 -3.712 -2.105 0.638